(1)
DFT (wB97M-V/def2-TZVPD) results for a 3-piece molecular cluster, C12H32IN2O4 overall.

Calculated values
E_LUMO, eV: -1.728
Charge: +1
Strongest force on any atom, hartree/bohr: 0.0713
Highest occupied orbital energy, hartree: -0.4018
Molecular weight, g/mol: 395.302
DFT total energy, hartree: -1184.273892

Each line ends with the Mulliken charge.
Element x y z (Å)
1 I 0.0802 -0.6128 -0.9438  -0.484
2 O 3.6670 -4.2122 0.6397  -0.366
3 O -4.6230 3.1266 -0.6037  -0.302
4 O -4.3636 -0.2710 0.3930  -0.309
5 O 4.8129 0.8696 0.5569  -0.321
6 N -2.5035 1.5587 -0.2305  0.366
7 N 3.4246 -1.3085 -0.4293  0.066
8 C -2.7781 1.2491 1.2143  -0.506
9 C -3.5698 3.7835 -0.0489  -0.666
10 C -5.9238 3.5291 -0.1720  -0.764
11 C 4.5325 1.9601 1.3445  -0.745
12 C -4.9496 -1.5655 0.1338  -0.766
13 C 4.0128 -5.5924 0.3864  -0.833
14 C 4.3750 0.9989 -0.7494  -0.468
15 C -3.2868 -0.1606 1.2939  -0.521
16 C 4.2009 -0.4100 -1.3495  -0.660
17 C -2.3493 3.0583 -0.5765  -0.564
18 C 3.1656 -2.6287 -1.1170  -0.580
19 C 2.6250 -3.6906 -0.1973  -0.341
20 H 4.1003 -2.9345 -1.6448  0.331
21 H -4.2163 -2.1415 -0.4162  0.318
22 H -3.4934 1.9028 1.6772  0.358
23 H -2.4191 -0.8875 1.0020  0.221
24 H 3.3379 -6.2913 0.0118  0.378
25 H 3.9274 -1.3617 0.4525  0.423
26 H -5.8074 -1.2777 -0.4875  0.227
27 H 4.7207 -5.4768 -0.4222  0.343
28 H -5.9707 4.6341 -0.2139  0.346
29 H 3.3929 2.0777 1.4034  0.299
30 H 4.7893 1.7623 2.4158  0.254
31 H -3.2173 1.0632 -0.7409  0.417
32 H -3.4879 3.6701 1.0296  0.373
33 H 2.3535 -2.2846 -1.8140  0.388
34 H -6.6495 3.1587 -0.8442  0.257
35 H 2.5139 -0.9085 -0.2942  -0.104
36 H 2.3329 -4.4393 -0.9551  0.350
37 H -3.5177 -0.4359 2.3209  0.426
38 H 4.9724 2.8938 1.0225  0.318
39 H 3.7844 -0.4841 -2.3601  0.354
40 H -2.2973 3.0725 -1.6492  0.400
41 H -3.6685 4.8528 -0.3001  0.543
42 H -1.5922 1.0417 -0.3698  -0.366
43 H 5.2252 -0.9161 -1.3497  0.408
44 H 5.1070 1.5898 -1.4063  0.340
45 H 1.8104 -3.2563 0.4031  0.254
46 H -6.1143 3.2415 0.8603  0.291
47 H 3.4192 1.5679 -0.7439  0.394
48 H -5.1997 -2.0763 1.0439  0.305
49 H -1.7582 1.3180 1.6472  0.330
50 H 4.5701 -5.8803 1.2472  0.266
51 H -1.4972 3.5237 -0.0698  0.325

Force components x, y, z for each atom (eV/Å):
I 0.1 0.1 0.1
O -1.8 -0.1 0.0
O -2.0 -1.4 -0.5
O -0.1 0.4 0.4
O 1.0 -1.4 -0.1
N 1.2 1.0 1.4
N 1.2 -0.3 -0.9
C 1.3 -0.3 -0.1
C 0.5 0.3 -0.1
C 1.3 1.6 0.6
C -2.4 0.6 2.3
C 0.7 1.5 -0.5
C 2.5 2.6 -0.6
C -0.3 0.7 -1.7
C 1.7 -2.3 -0.8
C 2.1 -0.6 0.8
C -0.5 -0.4 0.5
C -0.1 1.2 -0.6
C 1.1 -0.3 -0.5
H -0.8 0.2 0.4
H 0.0 -0.4 -0.3
H -0.1 0.5 -0.1
H -1.4 1.1 0.2
H -2.1 -0.8 0.1
H 0.0 -0.2 0.2
H 0.1 -0.7 0.3
H 0.7 -0.6 -0.4
H -0.1 -0.3 0.0
H 1.2 0.2 -0.3
H 0.3 0.0 -1.1
H -0.7 0.2 -0.7
H -0.5 0.4 0.4
H 0.8 -0.9 0.2
H -0.6 -0.7 -0.6
H -1.3 0.6 0.5
H -0.6 -0.1 0.8
H -0.4 0.2 0.2
H 0.3 0.2 -0.2
H -0.1 0.4 0.4
H 0.3 0.3 -0.4
H 0.8 -0.1 0.1
H -0.4 0.3 -0.7
H -1.2 0.8 -0.3
H -0.9 -0.8 0.8
H 0.0 -0.6 -0.2
H -0.1 -0.3 0.1
H 0.3 -0.4 -0.2
H -0.4 -0.2 0.5
H -0.9 0.0 0.5
H 0.1 -0.7 0.6
H 0.3 -0.7 -0.4



(2)
DFT (wB97M-V/def2-TZVPD) results for C12H32Mn2N4O8 as an isolated structure.

Calculated values
Spin multiplicity: 11
E_LUMO (alpha / beta), eV: -0.613 / -1.157
Charge: 0
Strongest force on any atom, hartree/bohr: 0.0938
Highest occupied orbital energy (alpha / beta), hartree: -0.3131 / -0.3137
Molecular weight, g/mol: 470.284
⟨S²⟩: 30.008
DFT total energy, hartree: -3599.142919

Each line ends with the Mulliken charge.
Element x y z (Å)
1 Mn -3.3366 -1.8275 1.1465  0.870
2 Mn -1.5546 0.5834 3.2751  0.819
3 O -3.4426 1.4273 2.4062  -0.466
4 O -3.5351 -2.5528 3.2784  -0.628
5 O -3.6774 -2.5107 5.4130  -0.594
6 O -3.5011 -1.7058 -0.8384  -0.881
7 O -1.7384 -0.7904 1.7650  -0.161
8 O -5.4957 1.7272 1.7533  -0.604
9 O -4.6270 -0.1980 1.6979  -0.502
10 O -2.8530 -0.9053 4.3031  -0.550
11 N 1.6888 -1.5384 -3.1659  0.070
12 N -0.0507 2.0927 2.5292  0.909
13 N -3.3866 -2.0026 4.4040  0.899
14 N -4.5169 1.0226 1.9833  0.878
15 C 1.5456 -0.5444 -4.2778  -0.464
16 C 0.7249 -2.3424 -1.0631  -1.302
17 C -0.5409 2.3765 1.1569  -0.540
18 C 2.8882 -0.2232 -5.0278  -1.287
19 C 0.3943 3.2037 0.2078  -1.418
20 C 2.2314 -2.7849 -3.7268  -0.707
21 C 1.3758 -3.4504 -4.8300  -0.955
22 C 0.5608 3.1968 4.7105  -1.368
23 C -0.0546 3.3435 3.3173  -0.459
24 C 1.4371 0.1869 1.6387  -1.351
25 C 0.4685 -1.6747 -2.3961  -0.381
26 C 1.3118 1.4978 2.3774  -0.691
27 H 3.2400 -2.6395 -4.1136  0.362
28 H 0.1570 -0.6658 -2.1256  0.274
29 H 1.6882 1.2035 3.3571  0.526
30 H 0.3022 2.2990 5.2720  0.294
31 H -0.1018 3.2610 -0.7610  0.486
32 H 2.4960 -0.0551 1.7290  0.485
33 H 0.3172 4.0557 5.3358  0.388
34 H 1.2618 0.2528 0.5649  0.187
35 H 1.3352 2.7124 -0.0400  0.290
36 H 1.4634 -2.9501 -5.7944  0.260
37 H -0.0441 -2.2405 -0.2974  0.178
38 H -0.4024 -2.0024 -2.9637  0.307
39 H 1.6180 -4.5125 -4.8680  0.387
40 H -3.5893 -1.5256 -1.7946  0.175
41 H 1.2059 0.4128 -3.8823  0.393
42 H 3.6612 0.2199 -4.3999  0.329
43 H 1.9985 2.2704 2.0315  0.472
44 H 0.5344 4.2057 0.6133  0.335
45 H 1.6313 -2.0388 -0.5393  0.356
46 H 0.5471 4.0903 2.7993  0.241
47 H 3.4022 -1.0475 -5.5222  0.313
48 H 0.3408 -3.4212 -4.4895  0.259
49 H -1.3429 -0.7102 0.8752  0.372
50 H 2.3513 -3.5043 -2.9167  0.410
51 H 1.6490 3.2244 4.6543  0.358
52 H 2.6781 0.5205 -5.7964  0.406
53 H -0.7101 1.4689 0.5775  0.016
54 H -1.5285 2.8366 1.1224  0.567
55 H 0.7848 -0.8813 -4.9819  0.362
56 H -1.0783 3.7140 3.3698  0.431
57 H 0.7923 -3.4292 -1.1127  0.405
58 H 1.0250 -0.7304 2.0594  0.241

Force components x, y, z for each atom (eV/Å):
Mn -1.1 0.4 -0.7
Mn -1.8 -1.2 -1.4
O 2.4 1.9 1.5
O -1.0 -1.8 -0.7
O -0.9 -1.1 2.6
O 0.4 -0.1 0.4
O 1.5 0.3 -0.6
O 1.3 0.5 0.8
O 0.0 -0.5 0.3
O 1.9 4.2 1.4
N 0.8 0.7 -1.6
N -0.4 -0.7 -0.6
N 0.7 -0.6 -4.0
N -3.1 -1.8 -2.0
C 1.3 -0.3 0.4
C -0.2 -1.5 0.8
C 0.2 0.3 -2.0
C -0.5 0.0 0.2
C -0.6 -0.3 0.6
C -0.4 -0.5 0.0
C -0.1 0.1 1.0
C 0.4 0.3 0.0
C 0.5 -0.1 0.5
C 1.1 -0.1 -0.9
C 0.2 1.3 0.7
C -0.1 -0.4 1.6
H 0.0 0.3 0.2
H 0.1 0.4 -0.2
H -0.2 0.6 0.4
H -0.3 -0.1 -0.1
H -0.3 0.3 0.1
H 0.3 0.2 -0.2
H -0.3 0.0 -0.1
H -0.3 -0.2 0.0
H 0.1 0.1 0.4
H 0.0 -0.2 0.0
H -0.5 0.5 -0.4
H -0.1 -0.8 0.0
H 0.2 0.1 -0.4
H 0.1 -0.3 1.3
H -0.1 -0.1 0.3
H -0.3 0.0 0.4
H 0.0 -0.1 -0.4
H 0.3 0.0 -0.3
H 0.2 0.4 -0.5
H -0.1 0.2 -0.2
H -0.4 -0.3 0.0
H -0.2 0.1 -0.3
H 0.1 0.3 0.7
H -0.1 0.0 0.2
H 0.0 -0.2 -0.1
H -0.1 0.0 -0.1
H 0.1 -0.5 0.6
H 0.0 0.2 0.7
H -0.1 0.0 -0.3
H 0.0 -0.1 -0.1
H 0.2 -0.2 -0.4
H -0.9 0.5 0.1



(3)
DFT (wB97M-V/def2-TZVPD) results for a 4-piece molecular cluster, C12H32N5O3 overall.

Calculated values
E_LUMO, eV: -4.116
Charge: +1
Strongest force on any atom, hartree/bohr: 0.1601
Highest occupied orbital energy, hartree: -0.4330
Molecular weight, g/mol: 294.420
DFT total energy, hartree: -975.453236

Each line ends with the Mulliken charge.
Element x y z (Å)
1 O 1.9118 0.6493 -5.6046  -0.511
2 O -2.6678 -1.5484 -1.3217  -0.445
3 O -1.1625 -0.7688 6.8016  -0.520
4 N 4.5503 0.4822 -0.5901  -0.294
5 N 2.4130 1.1211 -1.8493  -0.395
6 N 3.5662 -0.4385 -0.2528  0.095
7 N 0.1108 1.3554 3.3076  -0.566
8 N 1.1552 -0.9062 -0.8363  0.105
9 C 0.5873 -1.5980 1.5492  -0.301
10 C -0.5974 -0.4653 1.5149  -0.285
11 C 1.0951 -2.1165 0.0780  -0.772
12 C 3.8847 1.4421 -1.5748  0.022
13 C -3.2559 0.0628 5.9613  -0.883
14 C 2.2771 -0.1278 -0.9813  0.243
15 C 1.0815 1.7668 -5.8842  -0.133
16 C -2.2752 -1.7976 -2.6633  -0.197
17 C -2.9155 -0.7824 -3.5871  -1.097
18 C 1.9141 3.0311 -5.9321  -0.944
19 C -2.4114 -0.2145 7.1877  -0.237
20 C -0.8479 0.1878 3.0342  -0.380
21 H -2.5724 -2.8158 -2.9328  0.301
22 H 2.1656 -2.6350 0.1788  0.282
23 H -3.4240 -0.8583 5.3936  0.247
24 H 1.5402 -1.2301 2.1504  0.152
25 H -1.1846 -1.7307 -2.7181  0.200
26 H 3.8076 -1.2049 0.4421  0.297
27 H 4.5251 2.3239 -2.0193  0.364
28 H -4.0072 -0.8310 -3.5189  0.378
29 H -2.7464 0.7619 5.2901  0.219
30 H 1.2894 3.9015 -6.1511  0.324
31 H -2.2281 0.7039 7.7538  0.253
32 H -0.7205 -0.1222 6.2252  0.284
33 H -2.6193 -0.9581 -4.6250  0.334
34 H 2.3367 0.8078 -4.7443  0.254
35 H 0.1204 -2.5528 2.0928  0.350
36 H 2.4251 3.1948 -4.9777  0.249
37 H 5.5357 0.4608 -0.2220  0.273
38 H -1.6491 -0.9099 1.1773  0.113
39 H -3.6370 -1.6184 -1.2821  0.281
40 H -4.2242 0.4865 6.2421  0.375
41 H 0.2860 -0.5962 -1.3611  0.172
42 H 0.2671 1.8280 2.3799  0.255
43 H -2.6238 0.2341 -3.3031  0.276
44 H -1.9267 0.6938 2.9581  0.179
45 H 0.3962 -2.9593 -0.3893  0.352
46 H -0.8363 -0.6310 3.8702  0.263
47 H 1.0071 1.0218 3.7294  0.254
48 H 0.5904 1.5951 -6.8465  0.305
49 H -0.3936 0.4506 0.8155  0.164
50 H -2.9142 -0.9302 7.8448  0.296
51 H 0.3105 1.8337 -5.1104  0.183
52 H 2.6911 2.9512 -6.6995  0.267

Force components x, y, z for each atom (eV/Å):
O 0.2 -0.4 0.3
O -0.1 0.0 0.4
O 0.5 0.0 -0.2
N -3.3 3.2 -3.7
N 6.4 -2.9 4.2
N -2.4 0.2 -1.0
N -0.2 -1.6 -0.7
N 1.7 1.0 -0.9
C -0.5 -0.7 0.1
C -0.8 0.0 0.9
C -0.1 -0.7 0.8
C -1.7 -3.0 1.8
C -0.2 0.0 -0.1
C 2.0 0.9 0.2
C 0.2 0.2 0.2
C -0.6 0.1 -0.2
C 0.1 0.1 -0.2
C 0.0 0.2 -0.2
C 0.0 0.2 -0.2
C -0.7 0.6 -1.4
H 0.2 0.0 -0.2
H -2.3 1.3 -0.4
H 0.0 0.1 0.2
H -2.1 -0.6 -1.1
H 0.0 -0.1 0.1
H -0.8 1.5 -1.4
H -1.7 -2.0 0.9
H 0.1 -0.1 -0.1
H -0.1 0.1 0.1
H 0.1 0.0 0.1
H -0.2 0.0 0.1
H -0.2 -0.3 0.4
H -0.1 0.0 0.1
H -0.3 -0.1 -0.5
H 1.3 2.1 -1.0
H -0.1 0.1 0.0
H -1.7 0.0 -0.6
H 2.5 0.6 0.5
H 0.5 0.1 0.0
H 0.1 0.0 -0.1
H 1.6 -0.5 1.0
H 0.1 -0.6 1.6
H 0.0 -0.1 -0.1
H 2.3 -1.4 0.4
H 1.4 2.2 0.9
H 0.0 1.7 -1.6
H -1.0 0.5 -0.9
H 0.1 -0.2 0.2
H -0.1 -1.8 1.2
H 0.3 0.0 -0.1
H -0.2 0.1 -0.1
H -0.2 0.0 0.0